C65H177N11O18 | ωB97M-V/def2-TZVPD

Properties
HOMO level = -8.4 eV
Kohn-Sham gap = 0.325 Eh
energy relative to the best compared isomer or geometry (same formula, charge and spin) = 0.0 kJ/mol

Positions of all 271 atoms, in Å:
O (1.974279, 1.976888, 1.825736)
O (6.512345, 4.463502, -1.121064)
O (4.849920, 0.289446, -2.379493)
O (-3.785055, -2.866985, 2.049789)
O (-7.958542, -1.788840, 2.006525)
O (-3.760662, -2.387502, -5.996378)
O (-4.995265, 3.010977, 3.099481)
O (-2.014742, 6.320676, 1.612269)
O (0.247365, 3.841958, -2.680276)
O (-1.314436, -6.539532, 3.664499)
O (2.937559, 1.826187, 4.549140)
O (1.488560, -3.225321, 5.040051)
O (-5.114667, 2.834032, -1.176355)
O (-0.673409, -4.304472, -3.050147)
O (3.637295, -5.934320, -0.017475)
O (6.904831, 0.987500, 1.329582)
O (-0.996127, -1.402466, -2.262817)
O (1.110354, -0.693106, -5.860998)
N (-1.252262, -1.442279, 3.404309)
N (7.751263, 6.621959, 0.391144)
N (-1.369727, -1.815767, -7.544303)
N (5.480179, 0.311861, 4.732570)
N (-3.123746, 2.065775, 1.138823)
N (-7.879415, 1.199471, -0.229756)
N (-0.417915, 0.407895, 0.876408)
N (-2.748137, 7.803576, 3.940832)
N (-4.473980, -6.208707, 3.565824)
N (0.778801, 0.483089, -8.743904)
N (6.535946, 0.487672, -4.811523)
C (7.810802, 0.186114, 3.965110)
C (-2.711102, -3.286057, -5.949907)
C (1.857614, -1.547631, -4.984340)
C (-4.489992, -2.486331, -4.776924)
C (2.880693, -4.761189, -0.042922)
C (-2.807288, -4.546013, -2.056762)
C (-1.421961, -0.553897, -3.325182)
C (7.234728, 2.422268, 1.305510)
C (-6.284998, 3.411446, 3.267666)
C (-4.851214, 1.621651, 2.827118)
C (-0.661500, -3.975953, -7.267007)
C (1.106663, 1.143088, -7.541086)
C (5.670068, -1.680427, -5.452520)
C (-1.897743, -3.143804, -7.283972)
C (-1.185271, -6.448172, -2.335439)
C (-2.373094, 1.620289, 3.413629)
C (0.819570, 4.077708, 2.264902)
C (-4.463928, 2.775576, -2.475010)
C (1.917999, 0.283676, -6.520594)
C (3.595906, -3.609851, 0.726133)
C (-4.741101, -2.487963, 1.042623)
C (5.975384, 0.643857, 2.389611)
C (-4.640680, -4.737114, 3.459948)
C (-7.745461, -0.387598, 1.682635)
C (-0.202322, 1.717833, -6.949297)
C (1.539378, 3.661192, -3.336781)
C (-1.082330, -6.926978, 1.342109)
C (2.028775, 2.327097, -2.796773)
C (1.864087, 3.343144, 1.438501)
C (-7.707843, -2.228123, 3.274966)
C (-2.523271, 6.400430, 3.955778)
C (4.896754, -0.052948, -0.961221)
C (6.477292, 0.844658, 3.774570)
C (-1.361894, -4.962594, -2.051321)
C (0.660799, -2.091915, 4.711103)
C (-3.312315, 5.772248, 5.077334)
C (0.731712, 1.758606, 5.407645)
C (5.926148, 3.657484, -2.104105)
C (5.873680, 5.713456, -0.947357)
C (-2.125113, 5.623860, 0.388908)
C (-3.719679, -4.241137, 2.302612)
C (3.291561, 3.999410, 1.398807)
C (-3.427274, 1.321116, 2.366558)
C (-1.175193, -0.917548, -0.951667)
C (2.436971, -3.055005, 6.074092)
C (5.629772, 7.626478, 0.698192)
C (-7.538742, -1.233138, -0.793928)
C (2.454109, -4.339565, -1.456408)
C (6.373222, 6.299472, 0.404186)
C (5.194716, -0.873624, -3.136814)
C (0.049052, -8.472159, 3.069312)
C (2.435533, 4.856112, -3.023304)
C (-4.330079, -4.146936, 4.805824)
C (1.318247, -0.543472, -0.676199)
C (-8.166487, -0.196690, 0.200866)
C (-0.105462, 0.043376, -0.510035)
C (2.186282, 1.485582, 5.730642)
C (-2.984049, 2.530943, -2.231481)
C (-0.387731, -7.040712, 2.716932)
C (2.716090, 2.205968, 6.927331)
C (0.062032, -3.293242, 2.441662)
C (5.435718, -0.440489, -4.580104)
C (-2.708552, 5.652092, 2.662970)
C (-0.422772, -2.602379, 3.738494)
C (-5.068238, 1.665604, -3.341797)
H (-0.624700, 2.531621, -7.549281)
H (5.868140, 8.401134, -0.024855)
H (-2.224915, 8.225583, 3.169042)
H (5.843383, -1.395432, -6.485657)
H (-4.424155, -2.958560, 0.101765)
H (-4.380830, 5.930300, 5.012174)
H (5.251393, -0.684225, 4.632739)
H (1.751489, -3.521264, -1.436937)
H (2.970353, 2.079174, -3.282885)
H (-2.512367, 2.639495, 3.756895)
H (-0.014842, -3.702800, -6.446567)
H (-3.207844, -4.718516, -3.059176)
H (-0.799330, -3.628998, 1.863332)
H (-3.885422, -4.933868, 1.467198)
H (1.994861, -0.191481, 0.100695)
H (-0.738687, -1.496405, -6.799920)
H (-8.056785, -3.282442, 3.297223)
H (-4.990422, 1.079731, 3.748122)
H (-5.795804, -2.652559, 1.264229)
H (-0.406486, -7.096626, 0.512759)
H (-6.735187, 2.973000, 4.175869)
H (8.480293, 0.586977, 3.218107)
H (3.857715, -3.957047, 1.708600)
H (-3.158731, 4.687644, 5.016158)
H (-2.431559, 4.606610, 2.762648)
H (-3.154722, 5.421199, 0.070671)
H (-1.128479, -0.983027, -4.281069)
H (-1.604832, -6.675485, -3.316862)
H (2.929246, -2.774489, 0.893410)
H (-4.401545, -3.069565, 4.685408)
H (5.917658, -0.211416, -0.641656)
H (-2.683939, -4.475124, 2.558085)
H (-1.361464, 1.462243, 3.033952)
H (4.889606, 3.462639, -1.802833)
H (0.717569, -4.145722, 2.667468)
H (4.218551, -0.910719, -0.903484)
H (0.390569, 0.826203, 1.311318)
H (2.502160, -2.072775, -5.699367)
H (-4.886085, -3.506405, -4.792858)
H (-2.459886, 3.316167, -1.661203)
H (-3.709122, 8.118731, 3.868426)
H (2.096095, 2.359909, -1.715711)
H (7.996404, 2.676117, 2.033288)
H (-6.616586, -2.099320, 3.411802)
H (-0.099213, 0.919531, -1.124164)
H (-3.009817, 6.172478, 6.034622)
H (-0.957176, -3.333456, 4.333497)
H (6.515687, -2.281119, -5.112398)
H (6.051559, 6.381522, -1.799648)
H (2.676280, -0.238905, -7.128729)
H (1.323380, -1.337177, 4.262720)
H (-0.947546, 0.933644, -6.780939)
H (-2.101091, -1.765529, 2.968356)
H (0.073568, 1.883538, 6.280854)
H (-1.234170, 1.022601, 0.814417)
H (3.132567, -2.261899, 5.753785)
H (2.266534, 0.392769, 5.826535)
H (6.510852, 2.734532, -2.143889)
H (-1.480057, 6.245430, 4.272128)
H (0.646517, -2.648326, 1.774869)
H (-5.307871, -1.770661, -4.909849)
H (-3.114729, 3.036591, 1.469523)
H (-0.849703, -0.904216, 2.612236)
H (-3.120416, -4.307231, -5.932150)
H (-0.867459, -3.360423, -3.009261)
H (5.935008, 4.182783, -3.061783)
H (-1.563468, 4.705417, 0.502078)
H (-2.470898, 2.535160, -3.195536)
H (2.412644, 0.897130, -5.787494)
H (7.999656, 7.243974, -0.372899)
H (7.429045, 0.015307, -4.700319)
H (-1.639587, 6.235881, -0.360698)
H (4.336792, -1.578640, -3.120807)
H (4.515077, 0.066279, -4.906885)
H (-2.514764, 1.017412, 4.309896)
H (4.840791, -2.391488, -5.440069)
H (-2.142025, -0.451439, -0.844167)
H (-1.447565, -5.886391, 1.329595)
H (3.981250, 3.600157, 0.645027)
H (0.605728, 5.029681, 1.771396)
H (3.354326, -4.055993, -2.009239)
H (-5.886334, 3.398696, -1.240636)
H (0.274212, -1.647333, 5.647071)
H (-1.004198, 0.469508, -3.269210)
H (6.433850, 1.312398, -4.262473)
H (-4.564704, -1.420801, 0.895948)
H (1.439378, 3.566202, -4.416334)
H (-0.143927, -6.743322, -2.317849)
H (-1.068636, -1.779098, -0.267598)
H (1.299489, 1.540063, -2.989829)
H (0.295338, 1.033170, 4.722169)
H (-3.967680, 1.993092, 0.608495)
H (2.509119, 3.265442, 6.801082)
H (0.025742, 4.776179, -2.689762)
H (-0.181907, -3.839828, -8.247398)
H (6.107176, -1.320743, -2.674307)
H (-4.795868, 0.691751, -2.908466)
H (6.175768, 5.561280, 1.207393)
H (-3.914514, -2.292997, -3.857969)
H (0.534766, -6.447257, 2.692260)
H (-6.277350, 4.491775, 3.264448)
H (-6.705860, -0.131044, 1.919416)
H (-0.835808, -9.129542, 3.068415)
H (-3.528766, -6.362008, 3.852914)
H (3.811968, 1.376973, 4.700815)
H (3.175477, 5.065081, 1.115847)
H (1.148326, 4.181942, 3.311288)
H (-3.395468, -5.126322, -1.329217)
H (-7.711637, -2.280618, -0.512601)
H (-6.149907, 1.766729, -3.494491)
H (4.545243, 0.815045, -0.419223)
H (2.333938, 1.856419, 2.718333)
H (2.937837, -4.021567, 6.191407)
H (2.413921, -1.016088, -4.200532)
H (-0.957957, -4.701291, -1.076185)
H (-2.866512, 1.583212, -1.683627)
H (3.797166, 2.099943, 7.046556)
H (-6.476853, -1.014404, -0.908337)
H (1.136518, -2.274125, -4.579802)
H (5.865033, 0.395185, 5.670912)
H (-1.717999, -7.026658, -1.594306)
H (-2.972560, -3.510180, -1.824997)
H (4.775206, 5.589878, -0.933934)
H (-0.876845, -5.021983, -7.181379)
H (-0.060229, 3.418598, 2.279283)
H (-1.942334, -7.611484, 1.240568)
H (-4.602921, 1.739695, -4.327328)
H (0.247985, -0.393955, -8.625063)
H (-3.365755, -4.489874, 5.183550)
H (-7.950873, -1.105177, -1.795930)
H (1.902257, -5.015318, 0.422847)
H (1.682829, 2.047974, -7.800797)
H (2.520275, 5.018755, -1.955932)
H (0.739293, -8.858836, 2.314945)
H (6.663058, 1.909659, 3.962441)
H (8.196643, 0.431548, 4.956873)
H (1.738105, -0.233016, -1.622102)
H (2.041066, -2.759207, 7.053703)
H (-9.223146, -0.426185, 0.074179)
H (1.544940, 0.364513, -9.378494)
H (-3.445121, 0.242563, 2.180410)
H (-6.871595, 1.218412, -0.408833)
H (5.760558, -0.412794, 2.213337)
H (5.071040, 1.226027, 2.249602)
H (-5.560480, 1.388867, 2.027901)
H (1.935631, -5.127533, -1.986384)
H (-0.911099, -6.438876, 4.528479)
H (-4.793623, -6.732584, 2.760673)
H (-5.702870, -4.569109, 3.278901)
H (4.515290, -3.265516, 0.219263)
H (2.132573, 1.821917, 7.773748)
H (2.103451, 5.770633, -3.497649)
H (0.723854, 2.747784, 4.953687)
H (8.387856, 5.835822, 0.343735)
H (5.877228, 7.982257, 1.696286)
H (-8.383007, 0.269263, 2.284099)
H (7.804452, -0.905727, 3.827491)
H (-2.071240, -1.088577, -7.612094)
H (1.287726, -1.625365, -0.559522)
H (0.547814, -8.532957, 4.029731)
H (1.437051, 3.264848, 0.432106)
H (7.594476, 2.577508, 0.294780)
H (-8.336400, 1.417540, -1.117156)
H (3.986794, -6.081681, -0.906290)
H (-2.527010, -3.385813, -8.148602)
H (4.518745, 7.474768, 0.652690)
H (-8.232828, -1.690551, 4.081362)
H (3.425634, 4.628485, -3.404125)
H (6.358090, 3.061388, 1.448263)
H (-2.515540, -0.452748, -3.421411)
H (-6.828366, 3.054595, 2.373503)
H (-3.783386, 5.636333, 2.434185)
H (-2.097153, -3.144340, -5.057908)
H (3.820980, 4.000511, 2.349293)
H (-0.049643, 2.132956, -5.957109)
H (-4.528396, 3.778645, -2.897012)
H (-4.994710, -4.460970, 5.595253)

Cartesian forces (eV/Å) of the 6 atoms listed first:
0.02 -0.44 -0.17
0.39 0.50 0.37
0.50 -0.41 0.61
-0.86 0.30 -0.66
-1.20 1.55 -2.28
-0.17 0.92 1.00

These are the Mulliken partial charges, in e, on atoms 1 to 99: 0.32, -0.38, 0.07, 0.36, -0.40, -0.43, -0.03, -0.51, -0.24, -0.42, -0.13, -0.27, -0.41, -0.52, -0.63, -0.40, 1.31, 0.39, 0.36, -0.67, -0.29, -0.49, 0.49, -0.53, 1.37, -0.65, -0.71, -0.62, -0.70, -1.69, 0.39, 0.24, -0.23, 1.71, -0.90, 0.75, -0.77, -1.00, -1.12, -1.48, -0.17, -1.71, 0.00, -2.01, 0.04, -1.10, 0.47, -0.38, -1.24, -0.39, -0.40, 0.37, 0.00, -0.69, 0.69, -0.75, 1.58, 1.28, -0.38, 0.55, -0.38, 0.26, 2.18, -0.78, -1.29, -0.68, -0.23, 0.13, -0.41, 0.91, -0.95, 1.61, -1.43, -0.51, -1.50, -1.17, -1.49, 0.65, -0.66, -1.59, -1.60, -1.38, 0.87, 0.18, 1.62, 1.27, 0.35, 0.73, -1.52, 0.39, 1.66, 0.49, 0.59, -1.14, 0.44, 0.42, 0.30, 0.42, 0.06